Entry 1:
Entry from the Open Molecules 2025 dataset: a cluster of 2 separate species, C4H8O3 in total at a distorted geometry (the ωB97M-V functional and the def2-TZVPD basis).

Calculated values
Maximum force: 6.0 eV/Å
Energy: -10417.3945 eV
E_HOMO: -10.4 eV
Energy above the lowest of the compared OMol25 structures with the same formula, charge and spin: 83.2 kcal per mole
E_LUMO: 0.70 eV

Atoms and positions in Å:
C1 -1.411 1.107 -0.981
C2 -0.553 0.719 0.198
O1 -1.331 0.705 1.347
C3 0.188 -0.579 0.087
O2 1.407 -0.633 -0.589
C4 2.440 -0.989 0.243
O3 2.441 -1.094 1.444
H1 -2.127 0.301 -1.162
H2 -0.770 1.243 -1.854
H3 -1.934 2.045 -0.761
H4 0.240 1.476 0.308
H5 -1.391 -0.446 1.513
H6 -0.858 -1.518 -0.340
H7 0.385 -1.174 0.976
H8 3.274 -1.164 -0.430

Cartesian forces, eV/Å:
C 0.252 -0.175 -0.256
C 1.265 1.171 -0.391
O -0.617 -5.807 1.560
C -3.317 -4.092 -0.705
O -0.099 -0.089 0.195
C 0.198 0.084 0.183
O -0.240 0.105 -1.504
H -0.051 0.170 -0.109
H -0.185 0.004 -0.179
H 0.110 -0.252 -0.065
H -0.151 0.123 0.174
H -0.321 5.234 -0.170
H 3.075 2.465 0.297
H -0.454 1.098 0.832
H 0.533 -0.040 0.139

Results of the natural (NBO) charge analysis, in e, for atoms 1 through 8: number 1, C, carries -0.615; number 2, C, carries 0.033; number 3, O, carries -0.675; number 4, C, carries -0.048; number 5, O, carries -0.513; number 6, C, carries 0.648; number 7, O, carries -0.550; number 8, H, carries 0.208

=====

Entry 2:
Entry from the Open Molecules 2025 dataset: a structure of composition C4H8O3 (the ωB97M-V functional and the def2-TZVPD basis).

Calculated values
Maximum force: 0.4 eV/Å
Energy: -10417.5252 eV
E_HOMO: -10.2 eV
Energy above the lowest of the compared OMol25 structures with the same formula, charge and spin: 80.2 kcal per mole
E_LUMO: 0.84 eV

Atoms and positions in Å:
O1 -0.447 1.130 -0.385
C1 -1.672 0.345 -0.291
C2 -1.016 -0.859 0.377
C3 0.367 -0.207 0.192
O2 1.009 -0.406 -0.944
C4 1.248 0.058 1.396
O3 2.454 0.634 0.998
H1 0.247 0.609 -1.212
H2 -2.095 0.175 -1.282
H3 -2.389 0.884 0.325
H4 -1.095 -1.809 -0.154
H5 -1.294 -0.995 1.425
H6 0.740 0.716 2.110
H7 1.396 -0.919 1.897
H8 2.567 0.335 0.077

Cartesian forces, eV/Å:
O 0.157 0.064 -0.084
C -0.151 0.019 -0.065
C 0.049 -0.136 0.047
C 0.081 -0.205 0.314
O -0.088 -0.005 -0.057
C -0.308 -0.041 0.086
O 0.107 -0.062 -0.145
H -0.048 0.055 0.015
H 0.026 -0.003 0.092
H 0.024 -0.056 -0.007
H 0.035 0.147 0.061
H 0.032 0.049 -0.125
H 0.036 -0.075 -0.109
H -0.037 0.138 -0.147
H 0.088 0.111 0.124

Results of the natural (NBO) charge analysis, in e, for atoms 1 through 8: number 1, O, carries -0.599; number 2, C, carries -0.073; number 3, C, carries -0.506; number 4, C, carries 0.575; number 5, O, carries -0.801; number 6, C, carries -0.123; number 7, O, carries -0.708; number 8, H, carries 0.531

=====

Entry 3:
Entry from the Open Molecules 2025 dataset: a structure of composition C4H8O3 at a distorted geometry (the ωB97M-V functional and the def2-TZVPD basis).

Calculated values
Maximum force: 3.0 eV/Å
Energy: -10418.1612 eV
E_HOMO: -9.7 eV
Energy above the lowest of the compared OMol25 structures with the same formula, charge and spin: 65.5 kcal per mole
E_LUMO: 0.90 eV

Atoms and positions in Å:
C1 -2.655 -0.232 0.001
O1 -1.531 0.595 0.320
C2 -0.348 0.080 -0.025
O2 -0.254 -0.981 -0.640
C3 0.838 0.786 0.479
C4 2.044 0.435 -0.347
O3 2.275 -0.931 0.190
H1 -2.548 -1.218 0.462
H2 -3.526 0.284 0.404
H3 -2.746 -0.356 -1.080
H4 0.677 1.813 0.839
H5 1.440 -0.242 1.111
H6 1.931 0.317 -1.424
H7 2.912 1.043 -0.094
H8 1.490 -1.393 -0.194

Cartesian forces, eV/Å:
C -0.260 -0.103 -0.051
O 0.214 0.024 -0.006
C 0.080 -0.525 -0.008
O -0.290 0.359 0.048
C 0.444 -0.751 0.724
C 0.431 -0.508 -0.139
O 0.682 -0.385 -1.172
H -0.004 0.156 -0.063
H 0.121 -0.050 -0.068
H 0.002 0.024 0.141
H 0.179 -0.605 -0.016
H -1.914 2.281 0.633
H -0.076 0.308 -0.014
H -0.082 -0.137 -0.089
H 0.473 -0.087 0.079

Results of the natural (NBO) charge analysis, in e, for atoms 1 through 8: number 1, C, carries -0.263; number 2, O, carries -0.493; number 3, C, carries 0.786; number 4, O, carries -0.685; number 5, C, carries -0.646; number 6, C, carries -0.090; number 7, O, carries -0.726; number 8, H, carries 0.195

=====

Entry 4:
Entry from the Open Molecules 2025 dataset: the molecule C4H8O3 at a distorted geometry (the ωB97M-V functional and the def2-TZVPD basis).

Calculated values
Maximum force: 10.7 eV/Å
Multiplicity: 3
Energy: -10411.4515 eV
⟨S²⟩: 2.01
E_HOMO (alpha / beta): -5.6 / -10.4 eV
Energy above the lowest of the compared OMol25 structures with the same formula, charge and spin: 76.2 kcal per mole
E_LUMO (alpha / beta): 0.80 / -2.26 eV

Atoms and positions in Å:
C1 1.288 -1.090 1.426
C2 0.142 -1.127 0.740
C3 -1.116 0.779 -0.430
C4 -0.193 -0.428 -0.552
O1 -0.728 -1.306 -1.415
O2 1.132 0.693 -2.266
O3 1.169 0.070 -0.978
H1 1.377 -1.838 2.226
H2 2.262 -0.624 1.146
H3 -0.806 -1.694 1.088
H4 -0.963 1.589 0.309
H5 -2.073 0.399 -0.244
H6 -1.184 1.189 -1.533
H7 -0.028 -1.664 -1.867
H8 1.297 1.685 -2.148

Cartesian forces, eV/Å:
C 8.544 -0.172 5.576
C -9.525 -0.576 -4.807
C 0.339 1.071 -2.544
C 2.344 2.387 2.118
O -3.194 0.697 -0.131
O -0.042 1.244 -0.203
O -0.698 -0.215 -0.047
H 0.258 0.342 -0.385
H -1.354 -0.279 0.030
H 1.883 1.020 -0.281
H 0.671 -0.683 -0.439
H -1.642 -0.641 0.339
H 0.173 -0.404 2.194
H 2.592 -1.822 -1.912
H -0.351 -1.968 0.494

Results of the natural (NBO) charge analysis, in e, for atoms 1 through 8: number 1, C, carries -0.329; number 2, C, carries -0.154; number 3, C, carries -0.659; number 4, C, carries 0.436; number 5, O, carries -0.693; number 6, O, carries -0.465; number 7, O, carries -0.307; number 8, H, carries 0.166